37
Properties=species:S:1:pos:R:3 method="wB97M-V/def2-TZVPD" e_tot_ha=-6486.6275 de_lowest_kcal_mol=54.09 homo_lumo_gap_ev=7.831 homo_ev=-7.79
Cl -4.7161 -4.1783 -2.2138
Br 2.3931 3.5140 1.4096
Br 3.1516 -2.0823 -0.2333
N 0.4467 1.4931 0.3061
O -3.0761 0.3813 -0.3966
C 1.4358 0.6970 -0.0963
C -0.4102 -0.1758 -0.9519
C -0.6710 0.7477 -0.0418
C 5.4366 0.9188 1.4991
C -2.2046 -3.1783 -2.3263
C 4.6316 1.9980 1.5958
C 4.9200 -0.2039 0.8807
C -3.8269 -1.6205 -1.4662
C -1.2242 -2.2000 -2.2239
C -3.5474 -2.7968 -2.0645
C 3.3115 1.9561 1.0601
C 3.6869 -0.3561 0.3408
C -2.7641 -0.7696 -1.1085
C 2.8571 0.7154 0.4627
C -1.4849 -1.0494 -1.4470
N 0.9243 -0.2581 -1.0340
C -2.2921 0.2680 1.7181
C -2.3458 2.4154 0.7854
C -2.0914 1.0144 0.4620
H 6.4266 0.9091 1.8552
H -1.7844 -4.1116 -2.6187
H 5.0978 2.9114 1.9679
H 5.6671 -1.0028 0.8194
H -4.7876 -1.1041 -1.2978
H -0.1703 -2.5557 -2.5098
H 1.4307 -0.7124 -1.7826
H -3.2828 0.4565 1.9925
H -1.6926 0.5993 2.6363
H -2.1286 -0.8168 1.6217
H -1.6068 2.8128 1.4763
H -2.2962 2.8727 -0.2277
H -3.4137 2.4916 1.1511